Record 1
ORCA calculation (ωB97M-V with the def2-TZVPD basis set) on C25H29BrN2PtSb as an isolated structure.

The energy relative to the best compared isomer or geometry (same formula, charge and spin) comes out at 0.00 kJ/mol. The spin multiplicity is 1. The calculation puts the total energy at -109198.3642 eV. The charge is +1. As for the molar mass: 754.26 u. The calculation puts the gap between HOMO and LUMO at 7.10 eV.

Atoms and positions in Å:
1 Pt -0.548 -0.553 0.541
2 Br -0.766 0.358 -2.408
3 C -1.599 1.925 -1.699
4 C -1.947 2.846 -2.644
5 C -2.605 4.032 -2.272
6 C -2.904 4.247 -0.962
7 C -2.545 3.306 0.034
8 C -2.863 3.586 1.384
9 C -2.511 2.719 2.370
10 C -1.806 1.542 2.044
11 C -1.468 1.211 0.752
12 C -1.857 2.101 -0.307
13 H -1.727 2.656 -3.685
14 H -2.874 4.754 -3.031
15 H -3.420 5.148 -0.654
16 H -3.385 4.507 1.611
17 H -2.752 2.930 3.404
18 H -1.498 0.892 2.856
19 N -2.419 -1.577 0.670
20 C -2.329 -2.700 -0.231
21 C -3.372 -3.167 -0.968
22 C -3.197 -4.299 -1.798
23 C -2.002 -4.948 -1.852
24 C -0.892 -4.462 -1.115
25 C 0.388 -5.059 -1.143
26 C 1.411 -4.496 -0.438
27 C 1.181 -3.298 0.260
28 N 0.011 -2.703 0.305
29 C -1.046 -3.303 -0.336
30 H -2.402 -1.910 1.633
31 H -3.263 -1.027 0.549
32 H -4.343 -2.692 -0.905
33 H -4.037 -4.658 -2.377
34 H -1.879 -5.832 -2.464
35 H 0.544 -5.959 -1.725
36 H 2.398 -4.936 -0.426
37 H 1.987 -2.810 0.795
38 C 4.470 0.219 -0.908
39 C 3.008 -0.176 -1.100
40 Sb 1.730 0.618 0.418
41 C 1.868 2.693 -0.043
42 C 1.348 3.623 1.050
43 C 2.919 0.466 2.174
44 C 3.137 -0.985 2.591
45 H 5.078 -0.142 -1.739
46 H 4.885 -0.201 0.009
47 H 4.594 1.302 -0.863
48 H 2.891 -1.259 -1.142
49 H 2.608 0.220 -2.035
50 H 1.353 2.833 -0.995
51 H 2.930 2.882 -0.214
52 H 0.312 3.419 1.313
53 H 1.410 4.661 0.723
54 H 1.945 3.533 1.959
55 H 2.399 1.027 2.952
56 H 3.862 0.977 1.975
57 H 2.186 -1.505 2.728
58 H 3.682 -1.046 3.533
59 H 3.720 -1.531 1.845


Record 2
ORCA calculation (ωB97M-V with the def2-TZVPD basis set) on C25H29Cl44N4O6P2S as an isolated structure.

The spin multiplicity is 1. The calculation puts the total energy at -625022.6283 eV. The charge is +1. As for the molar mass: 2135.48 u. The calculation puts the gap between HOMO and LUMO at 8.16 eV.

Atoms and positions in Å:
1 C 4.926 -2.861 2.381
2 C 4.713 -1.659 2.253
3 C 4.397 -0.175 1.789
4 N 3.336 -0.220 0.741
5 C 3.700 -1.134 -0.398
6 C 2.819 -2.469 -0.392
7 C 3.453 -3.651 -1.232
8 N 2.494 -4.551 -1.932
9 O 4.640 -3.883 -1.329
10 C 3.055 1.082 0.181
11 N 4.044 2.160 0.188
12 P 3.893 3.149 1.669
13 S 5.582 3.817 2.320
14 N 1.884 1.370 -0.373
15 C 0.733 0.434 -0.435
16 C 0.240 0.074 -1.904
17 P -1.631 -0.278 -1.756
18 O -2.265 1.080 -1.524
19 O -2.254 -0.836 -3.206
20 C -2.572 -2.258 -3.204
21 C -1.214 -3.075 -3.525
22 O -2.018 -1.194 -0.411
23 C -1.148 -2.330 -0.197
24 C -0.642 -2.433 1.331
25 C 1.651 2.726 -1.002
26 O 2.137 2.729 -2.334
27 O 3.351 3.361 -2.423
28 H 4.899 -3.973 2.233
29 H 5.386 0.206 1.376
30 H 4.067 0.386 2.718
31 H 4.800 -1.379 -0.466
32 H 3.436 -0.604 -1.376
33 H 2.633 -2.862 0.662
34 H 1.832 -2.207 -0.871
35 H 1.911 -3.982 -2.574
36 H 1.810 -4.868 -1.219
37 H 4.995 1.778 0.117
38 H 3.007 4.229 1.378
39 H 3.232 2.344 2.667
40 H -0.135 0.968 0.084
41 H 0.882 -0.531 0.125
42 H 0.309 0.950 -2.630
43 H 0.811 -0.782 -2.376
44 H -3.271 -2.439 -4.074
45 H -3.078 -2.628 -2.267
46 H -0.334 -2.364 -3.640
47 H -0.933 -3.754 -2.651
48 H -1.370 -3.725 -4.440
49 H -0.289 -2.428 -0.924
50 H -1.793 -3.266 -0.355
51 H 0.489 -2.270 1.364
52 H -0.853 -3.440 1.777
53 H -1.112 -1.567 1.881
54 H 0.511 2.852 -1.083
55 H 2.014 3.576 -0.362
56 H 3.851 2.925 -3.154
57 C 6.350 0.671 -3.832
58 Cl 6.824 1.277 -2.230
59 Cl 5.562 1.976 -4.747
60 Cl 7.788 0.125 -4.706
61 Cl 5.221 -0.686 -3.643
62 C -4.087 -6.076 -2.156
63 Cl -2.722 -5.475 -1.190
64 Cl -5.494 -5.027 -1.903
65 Cl -3.643 -6.070 -3.875
66 Cl -4.483 -7.729 -1.653
67 C -3.068 4.816 -1.566
68 Cl -3.515 3.777 -2.928
69 Cl -3.898 4.263 -0.099
70 Cl -1.314 4.731 -1.320
71 Cl -3.537 6.491 -1.915
72 C -9.046 -5.384 0.687
73 Cl -8.283 -4.549 2.061
74 Cl -9.911 -4.203 -0.314
75 Cl -7.791 -6.178 -0.286
76 Cl -10.188 -6.600 1.285
77 C -4.148 10.584 -3.622
78 Cl -4.248 11.677 -2.230
79 Cl -4.111 8.902 -3.051
80 Cl -5.562 10.823 -4.665
81 Cl -2.670 10.928 -4.541
82 C -10.131 -6.494 5.697
83 Cl -9.272 -5.686 4.370
84 Cl -11.873 -6.495 5.358
85 Cl -9.556 -8.167 5.841
86 Cl -9.824 -5.630 7.216
87 C 3.575 6.014 -5.021
88 Cl 4.285 4.382 -5.037
89 Cl 3.403 6.598 -6.685
90 Cl 1.981 5.956 -4.246
91 Cl 4.636 7.108 -4.115
92 C 7.090 3.920 6.596
93 Cl 7.938 4.738 5.269
94 Cl 5.340 3.952 6.293
95 Cl 7.640 2.236 6.700
96 Cl 7.439 4.752 8.122
97 C -6.112 12.209 1.383
98 Cl -6.750 12.618 -0.220
99 Cl -5.472 10.553 1.359
100 Cl -4.812 13.339 1.808
101 Cl -7.411 12.323 2.585
102 C 3.821 -5.667 5.321
103 Cl 3.822 -4.824 6.881
104 Cl 2.221 -6.371 5.025
105 Cl 4.207 -4.507 4.020
106 Cl 5.039 -6.956 5.345
107 C -1.255 -6.620 3.077
108 Cl -0.401 -5.798 1.754
109 Cl -2.996 -6.645 2.744
110 Cl -0.656 -8.282 3.218
111 Cl -0.954 -5.743 4.588


Record 3
ORCA calculation (ωB97M-V with the def2-TZVPD basis set) on one molecule with the formula C25H29ClFN3O5.

The energy relative to the best compared isomer or geometry (same formula, charge and spin) comes out at 0.00 kJ/mol. The spin multiplicity is 1. The calculation puts the total energy at -56343.4879 eV. The SMILES is COC(CNC(=O)C1CCN(C(=O)c2cc3oc(C)cc3n2Cc2c(F)cccc2Cl)CC1)OC. As for the molar mass: 505.97 u. The calculation puts the gap between HOMO and LUMO at 8.08 eV.

Atoms and positions in Å:
1 C 2.199 -3.321 3.334
2 O 2.435 -2.253 2.434
3 C 3.761 -2.133 1.971
4 C 4.193 -3.318 1.083
5 N 3.192 -3.591 0.080
6 C 3.048 -2.758 -0.981
7 O 3.884 -1.922 -1.254
8 C 1.818 -2.985 -1.865
9 C 0.602 -3.608 -1.175
10 C 0.034 -2.662 -0.115
11 N -0.322 -1.410 -0.748
12 C -1.578 -0.927 -0.605
13 O -2.392 -1.483 0.127
14 C -1.947 0.271 -1.379
15 C -1.682 0.567 -2.711
16 C -2.381 1.747 -2.978
17 O -2.620 2.628 -3.975
18 C -3.445 3.578 -3.439
19 C -3.878 4.687 -4.327
20 C -3.740 3.330 -2.127
21 C -3.052 2.133 -1.815
22 N -2.803 1.215 -0.848
23 C -3.296 1.297 0.505
24 C -2.687 2.474 1.225
25 C -3.434 3.616 1.495
26 F -4.734 3.641 1.138
27 C -2.910 4.733 2.118
28 C -1.578 4.722 2.491
29 C -0.797 3.607 2.246
30 C -1.351 2.500 1.620
31 Cl -0.351 1.118 1.344
32 C 0.805 -0.753 -1.362
33 C 1.401 -1.633 -2.461
34 O 4.687 -2.020 3.006
35 C 4.633 -0.783 3.690
36 H 2.115 -4.280 2.811
37 H 2.997 -3.387 4.077
38 H 1.254 -3.096 3.824
39 H 3.735 -1.218 1.357
40 H 5.124 -3.042 0.584
41 H 4.358 -4.203 1.697
42 H 2.408 -4.152 0.368
43 H 2.152 -3.644 -2.676
44 H 0.830 -4.583 -0.739
45 H -0.168 -3.773 -1.933
46 H -0.873 -3.074 0.332
47 H 0.766 -2.467 0.678
48 H -1.103 -0.020 -3.395
49 H -4.414 4.294 -5.190
50 H -3.013 5.239 -4.695
51 H -4.528 5.363 -3.780
52 H -4.369 3.923 -1.496
53 H -3.057 0.360 1.014
54 H -4.383 1.412 0.474
55 H -3.543 5.586 2.299
56 H -1.148 5.583 2.977
57 H 0.240 3.587 2.537
58 H 0.504 0.217 -1.755
59 H 1.571 -0.590 -0.591
60 H 2.276 -1.139 -2.884
61 H 0.665 -1.791 -3.250
62 H 3.638 -0.606 4.110
63 H 5.367 -0.846 4.489
64 H 4.887 0.041 3.014


Record 4
ORCA calculation (ωB97M-V with the def2-TZVPD basis set) on a 2-piece molecular cluster, C25H29ClN2O4 overall.

The spin multiplicity is 1. The calculation puts the total energy at -50089.6401 eV. The SMILES is Oc1ccc(-c2ccc3c(Cl)c(O)ccc3c2)cc1.CNC(=O)[C@H](CC(C)C)NC(C)=O. As for the molar mass: 456.97 u. The calculation puts the gap between HOMO and LUMO at 7.88 eV.

Atoms and positions in Å:
1 O -8.693 0.480 -4.479
2 C -7.598 0.041 -3.792
3 C -7.663 -0.185 -2.418
4 C -6.532 -0.632 -1.721
5 C -5.308 -0.873 -2.381
6 C -4.108 -1.358 -1.639
7 C -4.235 -2.062 -0.425
8 C -3.114 -2.514 0.280
9 C -1.818 -2.288 -0.205
10 C -0.674 -2.734 0.491
11 Cl -0.795 -3.598 2.014
12 C 0.600 -2.489 -0.036
13 O 1.709 -2.907 0.646
14 C 0.743 -1.822 -1.250
15 C -0.384 -1.370 -1.943
16 C -1.668 -1.595 -1.427
17 C -2.802 -1.138 -2.120
18 C -5.270 -0.641 -3.773
19 C -6.401 -0.187 -4.465
20 H -9.439 0.605 -3.873
21 H -8.586 -0.009 -1.877
22 H -6.618 -0.769 -0.649
23 H -5.212 -2.287 -0.013
24 H -3.264 -3.051 1.211
25 H 1.415 -3.443 1.404
26 H 1.737 -1.661 -1.651
27 H -0.255 -0.848 -2.886
28 H -2.652 -0.586 -3.041
29 H -4.369 -0.828 -4.346
30 H -6.358 -0.013 -5.535
31 C 5.873 3.069 1.999
32 N 4.710 2.185 1.977
33 C 4.773 0.868 1.740
34 O 5.835 0.307 1.500
35 C 3.460 0.060 1.717
36 C 2.195 0.828 1.268
37 C 2.143 1.392 -0.176
38 C 3.282 1.002 -1.122
39 C 2.009 2.914 -0.184
40 N 3.181 -0.729 2.929
41 C 3.139 -0.386 4.218
42 C 3.464 1.022 4.674
43 O 2.827 -1.221 5.052
44 H 6.494 2.837 2.866
45 H 5.558 4.113 2.047
46 H 6.468 2.914 1.097
47 H 3.802 2.587 2.144
48 H 3.635 -0.695 0.950
49 H 1.356 0.136 1.357
50 H 1.992 1.629 1.979
51 H 1.227 1.008 -0.625
52 H 3.046 1.340 -2.131
53 H 3.403 -0.079 -1.148
54 H 4.218 1.467 -0.816
55 H 1.148 3.213 0.414
56 H 1.853 3.261 -1.206
57 H 2.912 3.377 0.212
58 H 2.985 -1.705 2.775
59 H 2.853 1.741 4.137
60 H 3.251 1.099 5.739
61 H 4.524 1.210 4.517


Record 5
ORCA calculation (ωB97M-V with the def2-TZVPD basis set) on a 2-piece molecular cluster, C25H29ClN4O2 overall.

The spin multiplicity is 1. The calculation puts the total energy at -48954.3631 eV. As for the molar mass: 452.99 u. The calculation puts the gap between HOMO and LUMO at 8.15 eV.

Atoms and positions in Å:
1 C -2.309 -3.626 1.535
2 C -3.089 -2.430 1.347
3 C -4.094 -2.120 2.236
4 C -5.030 -1.130 2.154
5 C -4.908 -0.332 1.033
6 C -3.960 -0.437 0.299
7 N -3.788 0.431 -0.591
8 C -2.753 0.514 -1.856
9 O -2.684 1.418 -2.649
10 C -1.852 -0.740 -1.681
11 C -2.114 -1.406 -0.669
12 C -3.166 -1.380 0.216
13 H -1.376 -2.644 -0.777
14 C -0.778 -0.739 -2.662
15 N 0.446 -0.314 -2.321
16 C 1.301 -1.227 -1.584
17 O 1.246 -2.559 -1.776
18 N 2.425 -0.666 -1.026
19 C 3.706 -1.139 -0.706
20 C 3.884 -2.532 -0.789
21 C 5.042 -3.127 -0.515
22 C 5.860 -2.273 0.478
23 C 5.657 -0.930 0.634
24 C 4.432 -0.428 0.282
25 H 4.270 0.727 0.074
26 Cl 6.835 -0.046 1.498
27 H 6.906 -2.979 0.695
28 H 5.357 -3.994 -0.667
29 H 3.147 -3.214 -1.369
30 H 2.388 0.318 -0.721
31 C 0.598 1.254 -2.199
32 H 1.534 1.409 -2.671
33 H -0.153 1.585 -2.787
34 C 0.372 1.623 -0.768
35 N 1.640 1.814 -0.049
36 C 2.415 3.321 -0.341
37 C 1.885 4.204 0.427
38 H 1.116 4.854 0.382
39 H 2.656 4.876 0.955
40 C 1.117 3.525 1.847
41 H 1.722 3.597 2.881
42 H 0.013 3.614 2.024
43 C 1.463 1.893 1.429
44 H 2.485 1.520 1.844
45 H 0.714 1.288 1.691
46 H 3.599 2.887 -0.232
47 H 2.303 3.280 -1.380
48 H 0.012 2.569 -0.802
49 H -0.223 1.176 -0.271
50 H -0.760 -1.813 -2.885
51 H -1.053 -0.232 -3.651
52 H -4.278 1.413 -0.854
53 C -5.649 1.102 1.003
54 H -5.203 1.884 1.296
55 H -6.454 0.943 2.019
56 H -6.329 1.156 0.362
57 H -5.892 -1.033 2.844
58 H -4.489 -2.916 3.114
59 H -1.286 -3.240 1.564
60 H -2.311 -4.261 0.854
61 H -2.567 -4.293 2.231


Record 6
ORCA calculation (ωB97M-V with the def2-TZVPD basis set) on a 2-piece molecular cluster, C25H29I2N3O4S overall.

The spin multiplicity is 1. The calculation puts the total energy at -66087.5747 eV. As for the molar mass: 721.40 u. The calculation puts the gap between HOMO and LUMO at 6.17 eV.

Atoms and positions in Å:
1 C 3.743 1.694 -2.180
2 C 2.612 1.061 -2.486
3 C 2.493 -0.344 -2.913
4 C 1.427 -1.140 -2.457
5 C 0.424 -0.601 -1.515
6 I -1.068 0.595 -2.402
7 C 0.391 -0.848 -0.215
8 C -0.629 -0.366 0.766
9 I 1.886 -2.034 0.662
10 C 1.251 -2.470 -2.848
11 C 0.026 -3.226 -2.319
12 O -1.068 -2.762 -2.687
13 O 0.287 -4.188 -1.574
14 C 2.158 -3.082 -3.727
15 C 1.985 -4.500 -4.198
16 C 1.234 -4.520 -5.535
17 C 3.214 -2.297 -4.174
18 C 3.389 -0.960 -3.785
19 C 4.592 -0.435 -4.483
20 O 5.260 0.541 -4.320
21 N 4.954 -1.419 -5.513
22 N 4.328 -0.964 -6.748
23 C 5.094 -0.425 -7.537
24 S 5.914 0.320 -8.623
25 C 4.318 -2.660 -5.097
26 O 4.719 -3.731 -5.437
27 H 3.763 2.777 -2.186
28 H 4.665 1.188 -1.938
29 H 1.678 1.604 -2.384
30 H -0.139 -0.169 1.723
31 H -1.377 -1.140 0.951
32 H -1.093 0.557 0.421
33 H 1.392 -5.036 -3.462
34 H 2.961 -4.959 -4.322
35 H 1.772 -3.955 -6.300
36 H 1.135 -5.541 -5.903
37 H 0.248 -4.068 -5.431
38 C -4.257 0.292 5.608
39 C -4.390 0.836 4.186
40 C -3.099 1.084 3.423
41 N -2.293 2.322 3.769
42 C -1.258 2.456 2.699
43 C -3.134 3.575 3.822
44 C -3.470 3.781 5.288
45 C -2.209 3.307 6.017
46 C -1.607 2.218 5.125
47 H -3.786 0.996 6.295
48 H -5.244 0.072 6.012
49 H -3.682 -0.635 5.619
50 H -5.030 1.719 4.172
51 H -4.924 0.090 3.594
52 H -3.335 1.188 2.364
53 H -2.411 0.243 3.528
54 H -1.762 2.603 1.747
55 H -0.666 1.545 2.671
56 H -0.620 3.307 2.922
57 H -2.515 4.390 3.451
58 H -3.993 3.454 3.167
59 H -4.335 3.190 5.583
60 H -3.704 4.822 5.500
61 H -2.427 2.935 7.016
62 H -1.499 4.126 6.131
63 H -1.746 1.211 5.504
64 H -0.544 2.375 4.968


Record 7
ORCA calculation (ωB97M-V with the def2-TZVPD basis set) on one molecule with the formula C25H29N3O2.

The energy relative to the best compared isomer or geometry (same formula, charge and spin) comes out at 14.39 kJ/mol. The spin multiplicity is 1. The calculation puts the total energy at -34962.5343 eV. The SMILES is CCN(CC)CCNC(=O)c1ccc(NC(=O)Cc2cccc3ccccc23)cc1. As for the molar mass: 403.53 u. The calculation puts the gap between HOMO and LUMO at 8.54 eV.

Atoms and positions in Å:
1 C 3.785 -1.399 1.807
2 C 4.848 -0.560 1.110
3 N 4.559 -0.299 -0.295
4 C 5.632 0.472 -0.903
5 C 5.534 0.535 -2.424
6 C 3.230 0.200 -0.561
7 C 2.872 1.570 0.063
8 N 1.455 1.826 -0.044
9 C 0.588 1.354 0.882
10 O 0.968 0.830 1.915
11 C -0.861 1.539 0.586
12 C -1.740 1.453 1.663
13 C -3.104 1.522 1.474
14 C -3.619 1.665 0.190
15 N -5.012 1.658 -0.025
16 C -5.855 0.597 0.130
17 O -7.034 0.704 -0.124
18 C -5.212 -0.700 0.600
19 C -4.048 -1.068 -0.285
20 C -4.245 -1.022 -1.645
21 C -3.200 -1.251 -2.546
22 C -1.943 -1.513 -2.080
23 C -1.700 -1.612 -0.695
24 C -0.410 -1.909 -0.208
25 C -0.175 -2.045 1.130
26 C -1.231 -1.892 2.038
27 C -2.488 -1.585 1.599
28 C -2.768 -1.419 0.225
29 C -2.747 1.809 -0.885
30 C -1.383 1.732 -0.691
31 H 2.879 -0.827 1.991
32 H 4.171 -1.734 2.767
33 H 3.548 -2.274 1.206
34 H 5.003 0.375 1.676
35 H 5.796 -1.109 1.128
36 H 6.565 -0.036 -0.641
37 H 5.692 1.496 -0.492
38 H 5.338 -0.458 -2.821
39 H 6.476 0.894 -2.832
40 H 4.748 1.209 -2.752
41 H 2.515 -0.530 -0.178
42 H 3.097 0.251 -1.644
43 H 3.416 2.382 -0.422
44 H 3.111 1.556 1.129
45 H 1.109 2.184 -0.918
46 H -1.323 1.317 2.649
47 H -3.778 1.456 2.314
48 H -5.413 2.448 -0.513
49 H -4.911 -0.584 1.639
50 H -5.985 -1.472 0.554
51 H -5.228 -0.785 -2.028
52 H -3.394 -1.200 -3.607
53 H -1.120 -1.664 -2.763
54 H 0.390 -2.040 -0.924
55 H 0.813 -2.273 1.499
56 H -1.041 -2.015 3.093
57 H -3.282 -1.488 2.323
58 H -3.148 1.940 -1.879
59 H -0.740 1.787 -1.557